A) This record from the Open Molecules 2025 dataset describes a cluster of 9 separate species, C12H42N12O12 in total. The level of theory is the ωB97M-V functional and the def2-TZVPD basis.

The SMILES is NC(N)=O.NC(N)=O.NC(N)=O.NC(N)=O.NC(N)=O.NC(N)=O.OCCO.OCCO.OCCO. For the HOMO-LUMO gap, the calculation gives 9.64 eV. As for the net charge: 0.

XYZ file:
```
78
Properties=species:S:1:pos:R:3:mulliken_charge:R:1
O -2.675 1.789 1.708 -0.45
O 0.075 2.102 -1.170 -0.52
O -2.578 4.858 2.935 -0.58
O -3.922 8.222 2.621 -0.68
O -6.005 -5.309 0.518 -0.73
O -9.585 1.734 5.405 -0.53
O -6.903 2.671 4.314 -0.56
O -6.526 -0.244 4.902 -0.45
O -6.075 -2.823 4.109 -0.62
O -0.167 2.825 1.694 -0.64
O -2.809 -1.973 0.388 -0.89
O -3.030 4.400 -2.384 -0.77
N -4.644 2.665 2.529 0.10
N -4.970 -3.461 1.420 -0.13
N -2.386 4.103 -0.225 0.32
N -4.166 6.447 1.206 -0.18
N -4.148 -4.372 -0.397 -0.34
N -2.334 -0.525 -1.333 -0.31
N -4.413 8.570 0.444 -0.40
N -0.826 3.981 4.071 -0.29
N -0.826 -0.888 0.278 -0.37
N -4.496 0.489 2.028 -0.17
N -2.028 5.711 4.956 -0.45
N -3.466 2.451 -1.262 -0.12
C -3.858 1.681 2.067 0.31
C -2.048 -1.170 -0.179 0.66
C -4.163 7.759 1.499 0.56
C -7.379 -1.268 5.377 -0.45
C -5.104 -4.462 0.539 0.48
C -2.981 3.716 -1.356 0.24
C -8.086 3.409 4.613 -0.52
C 0.752 3.200 -0.562 -0.33
C -9.294 2.574 4.269 -0.38
C -1.846 4.860 3.941 0.46
C 1.005 2.747 0.874 -0.43
C -7.419 -2.448 4.415 -0.50
H -5.807 -0.758 4.504 0.28
H -3.377 1.996 -0.366 0.12
H -2.215 3.591 0.629 -0.21
H -0.271 -0.076 0.052 0.09
H -4.271 6.219 0.235 0.14
H -4.716 8.276 -0.465 0.17
H 1.392 1.733 0.996 0.29
H -10.106 3.300 4.140 0.36
H -6.055 -3.785 4.093 0.33
H -3.294 -0.531 -1.629 0.24
H -2.878 6.249 4.968 0.25
H -0.626 3.364 3.281 0.37
H -4.540 9.537 0.692 0.24
H -7.004 -1.640 6.340 0.27
H -5.492 0.439 2.126 0.15
H -4.230 3.563 2.740 0.18
H -8.114 -3.256 4.648 0.49
H -0.418 -1.461 0.997 0.22
H -0.809 2.199 1.321 0.23
H -3.411 -3.681 -0.377 0.32
H -4.001 2.069 -2.018 0.21
H -3.962 -0.294 1.682 0.01
H 0.217 4.151 -0.562 0.07
H -1.582 -0.113 -1.850 0.18
H -7.835 -2.091 3.462 0.25
H -4.123 -5.209 -0.961 0.18
H -9.213 1.996 3.350 0.30
H 1.646 3.513 -1.109 0.41
H 1.644 3.458 1.403 0.39
H -10.157 1.027 5.091 0.30
H -0.148 3.984 4.811 0.19
H -3.954 5.767 1.923 0.18
H -0.692 2.387 -1.680 0.29
H -4.149 -2.882 1.453 0.37
H -6.946 1.846 4.819 0.27
H -8.386 -0.957 5.655 0.33
H -1.418 5.625 5.747 0.16
H -8.036 3.667 5.674 0.28
H -1.879 4.973 -0.210 0.27
H -5.739 -3.376 2.065 0.03
H -5.553 2.493 2.930 0.09
H -8.080 4.349 4.061 0.38
```

---

B) This record from the Open Molecules 2025 dataset describes a cluster of 9 separate species, C12H42N12O12 in total. The level of theory is the ωB97M-V functional and the def2-TZVPD basis.

The SMILES is NC(N)=O.NC(N)=O.NC(N)=O.NC(N)=O.NC(N)=O.NC(N)=O.OCCO.OCCO.OCCO. For the HOMO-LUMO gap, the calculation gives 8.41 eV. As for the net charge: 0.

XYZ file:
```
78
Properties=species:S:1:pos:R:3:mulliken_charge:R:1
O 16.876 11.878 13.840 -0.52
O 13.800 13.566 9.524 -0.34
O 13.826 12.220 14.379 -0.49
O 16.050 10.319 11.442 -0.45
O 9.120 13.745 13.470 -0.67
O 12.600 16.455 8.952 -0.54
O 11.519 5.748 13.681 -0.68
O 14.821 10.223 7.455 -0.74
O 18.277 11.003 10.184 -0.65
O 18.290 7.218 9.294 -0.71
O 13.622 9.658 12.918 -0.22
O 16.727 6.846 15.059 -0.67
N 9.471 11.698 12.620 -0.28
N 7.502 12.285 12.683 -0.40
N 13.799 12.126 7.006 -0.24
N 13.410 6.250 12.770 -0.25
N 13.280 10.422 5.904 -0.45
N 17.954 12.579 8.646 -0.37
N 17.214 7.756 7.395 -0.38
N 12.715 7.509 14.343 -0.17
N 19.700 12.694 9.840 -0.49
N 16.311 8.087 13.275 -0.08
N 15.717 8.720 15.273 -0.12
N 16.497 8.588 9.127 -0.04
C 12.478 6.420 13.641 0.58
C 14.813 12.196 15.335 -0.50
C 8.725 12.671 13.014 0.72
C 17.395 7.752 8.682 0.70
C 12.465 14.119 9.915 -0.37
C 11.971 15.116 8.798 -0.32
C 13.960 10.879 6.881 0.57
C 13.554 10.000 11.491 -1.06
C 18.605 11.987 9.578 0.70
C 16.167 12.733 14.637 -0.38
C 16.252 7.766 14.542 0.38
C 14.796 10.885 11.055 0.43
H 13.361 9.128 10.866 0.36
H 12.238 16.862 9.743 0.32
H 10.893 15.110 8.634 0.34
H 18.310 13.464 8.313 0.14
H 16.888 7.412 12.794 0.15
H 19.877 13.514 9.278 0.14
H 14.430 14.228 9.817 0.19
H 16.819 13.057 15.448 0.36
H 13.646 13.143 14.186 0.29
H 7.231 11.379 12.325 0.16
H 12.652 10.574 11.278 0.28
H 14.302 12.535 7.781 0.12
H 12.086 7.896 15.031 0.21
H 14.747 11.957 11.244 0.44
H 16.405 8.223 7.013 0.13
H 17.887 7.230 6.855 0.21
H 9.070 10.836 12.279 0.17
H 15.691 8.520 16.263 0.16
H 12.610 11.003 5.421 0.15
H 16.050 8.995 12.917 0.06
H 13.287 8.223 13.914 0.10
H 15.909 9.045 8.445 0.34
H 15.187 9.479 14.870 0.03
H 13.299 9.421 5.774 0.25
H 13.019 12.609 6.584 0.19
H 17.196 12.080 8.203 0.24
H 16.735 10.736 10.915 0.05
H 13.354 5.621 11.982 0.18
H 12.481 14.596 10.895 0.40
H 10.469 11.780 12.752 0.08
H 14.944 11.214 15.788 0.24
H 14.550 12.761 16.230 0.39
H 20.341 12.094 10.339 0.27
H 16.414 8.685 10.129 -0.11
H 16.335 11.262 13.340 0.38
H 14.192 6.879 12.884 0.17
H 14.865 11.015 9.975 0.04
H 12.438 14.701 7.904 0.07
H 15.951 13.618 14.038 0.27
H 13.527 10.445 13.460 0.06
H 11.774 13.281 10.014 0.25
H 6.780 12.974 12.840 0.22
```

---

So which one is most stable? That would be A), about 513.2 kJ/mol below the next structure.

---

A) This record from the Open Molecules 2025 dataset describes a structure of composition C5H12N2O2. The level of theory is the ωB97M-V functional and the def2-TZVPD basis.

For the HOMO-LUMO gap, the calculation gives 9.14 eV. As for the net charge: 0.

XYZ file:
```
21
Properties=species:S:1:pos:R:3:mulliken_charge:R:1
O 2.476 -1.303 -0.537 -0.50
O 1.303 0.922 -0.368 -0.41
N 0.315 0.185 -0.884 -0.06
N 2.613 -0.246 0.043 0.51
C 3.522 0.226 0.930 -0.49
C -1.792 1.190 -0.511 -1.59
C -1.641 -1.228 -0.797 -1.59
C -0.933 -0.044 -0.195 1.48
C -0.756 -0.160 1.430 -1.53
H 4.413 -0.444 1.034 0.28
H -2.426 -1.664 -0.206 0.36
H 0.230 0.201 -1.851 0.19
H -1.544 1.871 0.285 0.39
H -1.506 1.611 -1.477 0.42
H -2.110 -0.844 -1.725 0.40
H 0.132 -0.705 1.639 0.42
H -1.534 -0.701 1.904 0.39
H 3.523 1.296 1.148 0.27
H -2.830 0.951 -0.382 0.39
H -0.883 -1.959 -1.240 0.33
H -0.573 0.847 1.760 0.35
```

---

B) This record from the Open Molecules 2025 dataset describes a cluster of 2 separate species, C5H12N2O2 in total. The level of theory is the ωB97M-V functional and the def2-TZVPD basis.

The SMILES is N/C=N/CCCC=O.O. For the HOMO-LUMO gap, the calculation gives 10.37 eV. As for the net charge: 0.

XYZ file:
```
21
Properties=species:S:1:pos:R:3:mulliken_charge:R:1
O -0.204 -0.838 -2.372 -0.54
O -2.044 2.203 -0.471 -0.66
N -0.240 -0.043 1.236 -0.46
N -1.441 -1.992 1.432 -0.45
C 1.613 -0.128 -0.932 -0.52
C -0.255 -1.311 1.366 -0.02
C 1.038 0.632 1.409 -0.85
C 1.708 1.053 0.082 -0.47
C 0.339 0.013 -1.705 -0.11
H 2.399 -0.156 -1.695 0.40
H 1.834 0.255 2.060 0.40
H -0.088 1.027 -1.799 0.50
H -1.402 -2.968 1.176 0.25
H 0.668 1.567 1.865 0.32
H -1.607 1.446 -0.052 0.33
H -2.179 -1.445 1.004 0.27
H 1.748 -1.009 -0.316 0.21
H 1.418 2.030 -0.315 0.39
H -2.645 1.672 -1.041 0.33
H 0.656 -1.869 1.607 0.35
H 2.753 1.304 0.268 0.35
```

---

C) This record from the Open Molecules 2025 dataset describes the molecule C5H12N2O2. The level of theory is the ωB97M-V functional and the def2-TZVPD basis.

The SMILES is C[C@H](O)NC(=O)N(C)C. For the HOMO-LUMO gap, the calculation gives 10.19 eV. As for the net charge: 0.

XYZ file:
```
21
Properties=species:S:1:pos:R:3:mulliken_charge:R:1
O 1.822 2.001 0.682 -0.55
O -0.392 1.136 -0.913 -0.67
N -0.361 -1.254 -0.813 -0.09
N 0.673 -0.047 0.739 -0.07
C 1.144 1.103 1.506 -0.02
C -0.033 1.766 2.228 -1.15
C 0.475 -1.646 -1.945 -1.05
C -1.782 -1.374 -1.121 -0.98
C -0.038 0.103 -0.390 0.41
H 1.522 -1.538 -1.664 0.29
H -2.086 -0.717 -1.944 0.34
H 0.717 -1.108 0.860 0.37
H -2.353 -1.109 -0.234 0.33
H -1.995 -2.406 -1.395 0.31
H 1.880 0.739 2.230 0.39
H 1.196 2.286 -0.003 0.41
H 0.275 -2.690 -2.185 0.38
H 0.279 -1.032 -2.832 0.36
H -0.501 1.064 2.913 0.34
H -0.766 2.096 1.495 0.32
H 0.325 2.628 2.786 0.34
```

---

So which one is most stable? That would be C), about 96.7 kJ/mol below the next structure.

---

A) This record from the Open Molecules 2025 dataset describes a cluster of 2 separate species, C5H12N2O2 in total. The level of theory is the ωB97M-V functional and the def2-TZVPD basis.

The SMILES is N/C=N/CCCC=O.O. For the HOMO-LUMO gap, the calculation gives 10.22 eV. As for the net charge: 0.

XYZ file:
```
21
Properties=species:S:1:pos:R:3:mulliken_charge:R:1
O 1.318 1.364 -1.856 -0.56
O -0.557 -2.186 -2.330 -0.63
N 2.497 -1.204 1.250 -0.43
N 0.161 -0.881 0.751 -0.43
C 1.306 -0.474 1.385 0.07
C -1.656 0.809 0.158 -0.56
C -1.122 -0.256 1.146 -0.77
C -0.417 1.741 -0.185 -0.51
C 0.202 1.148 -1.395 -0.08
H -1.383 0.146 2.159 0.34
H -1.791 -1.214 0.964 0.29
H -2.436 1.360 0.601 0.40
H 0.099 1.780 0.740 0.20
H 3.325 -0.711 1.429 0.25
H 2.456 -1.713 0.402 0.26
H -0.195 -1.788 -1.487 0.31
H -2.273 0.476 -0.679 0.40
H 0.268 -2.106 -2.728 0.31
H 1.264 0.351 2.222 0.26
H -0.439 0.569 -2.079 0.50
H -0.627 2.789 -0.468 0.38
```

---

B) This record from the Open Molecules 2025 dataset describes a cluster of 2 separate species, C5H12N2O2 in total. The level of theory is the ωB97M-V functional and the def2-TZVPD basis.

For the HOMO-LUMO gap, the calculation gives 8.74 eV. As for the net charge: 0.

XYZ file:
```
21
Properties=species:S:1:pos:R:3:mulliken_charge:R:1
O -0.134 -0.533 -2.395 -0.57
O 1.517 0.209 1.215 -0.53
N 0.024 -0.962 -0.108 0.15
N 1.911 -0.116 -1.303 -0.40
C -0.705 0.171 2.011 -1.51
C 0.251 0.022 0.871 0.55
C 0.472 -0.343 -1.357 0.20
C -1.306 -1.557 -0.191 -0.99
C -0.135 1.667 -0.389 -1.13
H -2.092 -0.808 -0.326 0.36
H 2.139 0.747 -1.783 0.26
H -1.326 -2.200 -1.066 0.32
H 0.362 2.089 -1.262 0.36
H -1.499 -2.137 0.711 0.33
H -1.722 0.327 1.663 0.34
H 2.053 0.066 0.364 0.51
H -1.211 1.647 -0.552 0.29
H -0.680 -0.740 2.615 0.43
H 0.103 2.349 0.429 0.39
H -0.379 1.003 2.629 0.38
H 2.357 -0.900 -1.776 0.27
```

---

So which one is most stable? That would be A), about 20.1 kJ/mol below the next structure.